(1)
DFT (wB97M-V/def2-TZVPD) results for C5H9N3O in the gas phase.

Orbital gap ... 9.6 eV
SMILES string ... [H]/N=C1/NN[C@H]2C[C@@H]2CO1
Relative energy (zero: lowest compared OMol25 entry of this formula, charge and spin) ... 144.58 kcal/mol
Largest force on an atom ... 9.05 eV/A
DFT total energy ... -435.22732 hartree
HOMO ... -8.6 eV

ORCA input file:
```
! RIJCOSX wB97M-V def2-TZVPD def2/J DEFGRID3
* xyz 0 1
C -1.70 -0.62 -0.03
C 0.69 0.11 0.82
C 1.90 1.03 0.59
C 1.15 0.38 -0.65
C -0.03 0.88 -1.26
H -3.23 -0.27 -0.99
H -1.38 -1.89 1.54
H 1.06 -2.04 0.76
H -0.19 0.60 1.15
H 2.04 2.15 0.74
H 2.81 0.60 0.82
H 1.79 -0.41 -1.13
H -0.42 1.85 -0.89
H -0.24 0.94 -2.50
N -2.86 -0.42 0.08
N -0.88 -1.43 0.84
N 0.53 -1.25 1.27
O -1.04 -0.22 -1.17
*
```

---

(2)
DFT (wB97M-V/def2-TZVPD) results for 2 unconnected molecules or ions with the total composition C8H13N3OS.

Orbital gap (spin up / spin down) ... 7.9 / 8.0 eV
Relative energy (zero: lowest compared OMol25 entry of this formula, charge and spin) ... 119.82 kcal/mol
Largest force on an atom ... 6.02 eV/A
DFT total energy ... -950.13389 hartree
HOMO (spin up / spin down) ... -8.4 / -9.0 eV

ORCA input file:
```
! RIJCOSX wB97M-V def2-TZVPD def2/J DEFGRID3
* xyz 0 1
C -3.41 -0.84 -0.32
C -2.19 -1.25 -0.94
C -3.57 0.38 0.38
C -1.11 -0.39 -0.89
C -2.47 1.24 0.41
C -1.32 0.83 -0.23
C 2.41 -2.49 0.75
C -0.15 1.88 -0.12
N 3.02 -1.15 0.54
N 3.58 1.11 -0.21
N 0.61 1.64 0.92
O 1.99 -0.13 -1.54
S 2.33 -0.02 -0.17
H -4.13 -1.65 -0.36
H -2.11 -2.21 -1.35
H -4.58 0.62 0.76
H -0.12 -0.64 -1.19
H -2.58 2.16 0.87
H 1.27 -2.55 0.59
H 2.63 -2.96 1.70
H 2.95 -2.98 -0.10
H 0.39 2.11 -1.09
H -0.64 2.86 0.08
H 3.21 1.89 -0.75
H 3.93 1.44 0.68
H 0.06 1.11 1.58
*
```